(1)
The following is a DFT calculation (ωB97M-V/def2-TZVPD) of C30H34N2O4 in the gas phase at a distorted geometry.

```
70
Properties=species:S:1:pos:R:3:lowdin_charge:R:1
C -1.8075 -2.1228 2.5825 -0.07
O -1.9377 -2.1779 1.1426 -0.11
C -2.3954 -1.1140 0.4299 -0.29
C -2.6778 -1.3371 -0.9505 0.00
C -3.5196 -0.4555 -1.6244 -0.01
C -4.0002 0.7262 -1.0132 -0.33
O -4.7667 1.5077 -1.7917 -0.06
C -3.6174 0.9960 0.3211 -0.02
C -2.7176 0.1440 0.9909 -0.03
H -1.5718 -3.1534 2.8642 0.09
H -0.9739 -1.4612 2.8620 0.09
H -2.7438 -1.8108 3.0712 0.09
H -2.3039 -2.2415 -1.4307 0.11
H -3.9034 -0.6694 -2.6352 0.12
H -4.0047 1.8963 0.8281 0.11
H -2.3928 0.3945 2.0060 0.10
C -5.8868 7.7765 -4.9284 -0.07
O -5.0592 7.3652 -3.8130 -0.09
C -5.3553 6.1632 -3.2360 -0.27
C -4.4878 5.7073 -2.2064 0.01
C -4.7056 4.4695 -1.6044 -0.03
C -5.8083 3.6726 -1.9279 -0.16
C -6.0232 2.3265 -1.2061 -0.14
C -7.1505 1.5182 -1.7025 -0.07
C -7.5376 0.3885 -1.0677 -0.05
N -8.6603 -0.3108 -1.4175 -0.01
C -8.9702 -1.5543 -0.7184 -0.18
C -7.8752 -2.6031 -0.8773 -0.09
C -8.2200 -3.9090 -0.2023 -0.23
C -8.2842 -5.0808 -0.9644 -0.04
C -8.7438 -6.2569 -0.3685 -0.08
C -9.0869 -6.2629 0.9885 -0.09
C -8.9562 -5.1033 1.7558 -0.08
C -8.5140 -3.9211 1.1641 -0.04
C -10.3129 -1.9647 -1.3368 -0.36
O -11.0526 -2.9004 -1.0343 0.07
N -10.5857 -1.0673 -2.3302 -0.03
C -11.7745 -1.1683 -3.1619 -0.01
C -9.6283 0.0275 -2.4879 -0.46
C -10.2588 1.4066 -2.2191 0.00
C -9.0222 -0.0258 -3.9077 0.00
C -6.5882 4.0792 -3.0301 -0.02
C -6.4295 5.3332 -3.6319 -0.02
H -5.4481 8.7166 -5.2579 0.09
H -5.8617 7.0394 -5.7425 0.09
H -6.9251 7.9309 -4.6067 0.09
H -3.5952 6.3052 -1.9659 0.12
H -3.9653 4.0950 -0.8837 0.12
H -5.9701 2.3704 -0.0939 0.15
H -7.5872 1.8380 -2.6217 0.05
H -6.9873 -0.0264 -0.2202 0.14
H -9.1672 -1.3966 0.3598 0.16
H -7.6867 -2.7515 -1.9507 0.13
H -6.9636 -2.1652 -0.4484 0.12
H -7.9996 -5.0344 -2.0235 0.11
H -8.8327 -7.1558 -0.9813 0.10
H -9.4458 -7.1803 1.4467 0.10
H -9.2055 -5.1029 2.8136 0.10
H -8.4124 -2.9948 1.7354 0.11
H -12.2608 -2.1087 -2.9154 0.09
H -12.4474 -0.3217 -2.9600 0.09
H -11.4915 -1.1556 -4.2240 0.09
H -10.8686 1.3528 -1.3090 0.10
H -9.4895 2.1726 -2.0824 0.07
H -10.8899 1.6980 -3.0664 0.08
H -8.7246 -1.0576 -4.1520 0.10
H -9.7994 0.2952 -4.6159 0.08
H -8.1550 0.6340 -4.0148 0.07
H -7.3280 3.4276 -3.5078 0.10
H -7.0465 5.6247 -4.4983 0.10
```

Computed properties:
energy relative to the best compared isomer or geometry (same formula, charge and spin) = 2.69 kcal/mol
multiplicity = 1
SMILES = COc1ccc(O[C@H](/C=C/N2[C@H](Cc3ccccc3)C(=O)N(C)C2(C)C)c2ccc(OC)cc2)cc1
lowest unoccupied orbital energy = 0.6 eV

(2)
The following is a DFT calculation (ωB97M-V/def2-TZVPD) of 3 unconnected molecules or ions with the total composition C4H14NO3 at a distorted geometry.

```
22
Properties=species:S:1:pos:R:3:lowdin_charge:R:1
C 1.0648 -0.3994 -1.4573 -0.10
C -0.4221 -0.5443 -1.1314 -0.46
C -0.6707 -1.9146 -0.5282 -0.09
N -0.8162 0.5622 -0.2333 -0.06
C 0.0045 0.8422 1.0530 -0.44
O -0.5949 0.2981 2.1359 -0.31
H 1.7137 -0.8615 -0.7050 0.07
H 1.4066 -0.9398 -2.3471 0.06
H 1.3519 0.6471 -1.5507 0.07
H -0.9726 -0.3814 -2.0635 0.12
H -0.2900 -2.1510 0.4646 0.08
H -1.7468 -2.1364 -0.4820 0.07
H -0.2724 -2.7273 -1.1524 0.06
H -1.7334 0.3662 0.1572 0.09
H 1.0221 0.4431 0.9564 0.08
H -0.0355 1.9545 1.0524 0.08
H -1.6733 3.0182 -1.4924 0.02
H -0.3523 2.6299 -1.0050 -0.01
O -0.8942 3.4281 -1.1026 -0.10
H 2.0934 -0.9035 3.0153 -0.02
H 0.5457 -0.4014 2.9124 -0.04
O 1.2716 -0.8289 3.5036 -0.17
```

Computed properties:
energy relative to the best compared isomer or geometry (same formula, charge and spin) = 21.97 kcal/mol
multiplicity = 1
lowest unoccupied orbital energy = 3.7 eV
total charge = -1

| no. | HOMO-LUMO gap (eV) |
| --- | --- |
| 1 | 7.80 |
| 2 | 7.24 |